Entry 1:
ORCA calculation (ωB97M-V/def2-TZVPD) on C2H5O3P in the gas phase at a distorted geometry.

Element x y z (Å)
C: -0.119 1.624 0.053
C: 0.747 -1.512 -0.062
O: -2.133 -0.963 0.125
O: -0.324 0.910 -1.095
O: -0.345 0.677 1.142
P: -0.723 -0.498 0.099
H: 0.827 2.091 0.143
H: -0.940 2.496 0.285
H: 0.817 -1.400 -1.167
H: 1.512 -0.879 0.234
H: 0.681 -2.546 0.243

Summary:
- E_tot: -646.295196 hartree
- Frontier orbital gap: 0.411 Eh
- Energy above the lowest of the compared OMol25 structures with the same formula, charge and spin: 16.9 kcal per mole
- Net charge: 0
- HOMO: -10.5 eV


Entry 2:
ORCA calculation (ωB97M-V/def2-TZVPD) on 2 unconnected molecules or ions with the total composition C2H5O4P at a distorted geometry.

Element x y z (Å)
C: 1.522 0.329 1.668
C: 0.223 0.659 -0.334
O: -1.750 -1.383 -0.148
O: -2.020 0.124 -2.120
O: -0.102 -1.656 -2.026
O: 2.614 0.947 1.564
P: -0.889 -0.560 -1.335
H: 1.478 -0.744 1.345
H: 0.696 0.797 2.164
H: -0.299 1.388 0.132
H: 0.998 1.048 -1.092
H: -2.471 -0.949 0.181

Summary:
- E_tot: -721.485235 hartree
- Frontier orbital gap (alpha / beta): 0.196 / 0.196 Eh
- Energy above the lowest of the compared OMol25 structures with the same formula, charge and spin: 15.8 kcal per mole
- Net charge: -2
- HOMO (alpha / beta): 1.5 / 1.5 eV


Entry 3:
ORCA calculation (ωB97M-V/def2-TZVPD) on a molecular structure, C2H5O8P2PtSbSe4.

Element x y z (Å)
Pt: -0.561 -0.234 -0.834
O: 2.127 0.725 2.731
P: 0.866 0.461 1.758
O: 1.524 0.125 0.414
O: -0.121 -0.442 2.364
O: 0.329 1.972 1.610
P: -0.762 2.593 0.578
O: 0.207 3.113 -0.604
O: -1.486 3.689 1.243
O: -1.525 1.439 -0.027
H: 1.806 1.046 3.580
H: 0.800 3.804 -0.294
Se: 3.865 -3.848 -0.694
Sb: 2.615 -1.474 -0.748
Se: 0.442 -2.277 -1.581
Se: 3.390 -2.595 1.334
Se: 4.044 0.031 -1.939
C: -3.059 -1.678 -1.180
C: -2.201 -0.590 -1.810
O: -2.564 -0.005 -2.800
H: -4.087 -1.595 -1.540
H: -3.011 -1.616 -0.094
H: -2.640 -2.645 -1.469

Summary:
- E_tot: -11329.600385 hartree
- Frontier orbital gap: 0.237 Eh
- Net charge: -2
- HOMO: -2.1 eV